The following is a quantum chemistry calculation of a 4-piece molecular cluster, C57H45F4NO11S overall, from the OMol25 dataset.

```
119
Properties=species:S:1:pos:R:3:forces:R:3:mulliken_charge:R:1
C 2.344757 0.646174 2.924955 -0.306 0.338 -0.162 -0.540
C 1.465500 1.157925 2.270284 0.865 0.799 -0.569 -0.576
C 0.659849 2.015159 1.321894 0.095 -1.327 0.913 0.146
C -0.391455 1.168323 0.550663 0.886 3.123 -1.004 -0.785
C -1.225548 2.253968 -0.235166 0.006 -2.781 0.804 0.459
O -1.208598 3.438171 -0.138246 -0.502 -0.268 -0.272 -0.589
O -1.967660 1.483380 -1.102740 0.081 1.805 -0.628 -0.484
C -1.339787 0.198133 -1.459859 -1.200 1.895 1.882 1.662
C -2.333558 -0.766673 -0.731883 0.288 -1.440 -0.370 -1.738
C -1.831624 -2.243131 -0.615449 0.496 -0.191 0.755 -0.791
C -1.624378 -2.722416 0.881336 -0.166 0.026 -0.184 -0.608
N -2.130572 -4.065961 1.155598 0.248 0.361 0.275 -0.664
C -1.491825 0.188001 -3.020160 -1.388 -0.158 -0.957 0.454
F -2.279129 1.237806 -3.403616 0.447 -0.387 0.092 -0.302
F -0.356176 0.317099 -3.752299 0.162 -0.162 0.884 -0.352
C -2.257147 -1.071116 -3.608512 1.182 0.099 -1.227 0.159
F -1.905171 -1.119982 -4.944685 -0.129 0.004 0.545 -0.276
F -3.593533 -0.901788 -3.607147 0.363 -0.197 0.661 -0.277
C 0.028437 0.333941 -0.714329 0.850 -2.552 2.000 2.223
C 1.337222 0.683066 -1.464729 -0.640 0.376 -0.504 -1.943
C 2.663874 0.574482 -0.680549 0.425 -0.159 -0.346 0.108
C 2.964251 -0.804937 -0.028006 -0.284 0.588 -0.441 -0.524
S 4.031908 -1.867948 -1.038785 2.219 -0.605 2.016 1.223
O 5.179233 -1.120509 -1.482895 -1.372 0.300 -0.857 -0.528
O 4.423280 -2.964873 -0.179575 -1.207 -0.207 -0.580 -0.712
O 3.180800 -2.464218 -2.278886 0.236 0.407 0.749 -0.466
H 3.182893 0.305287 3.514318 -0.627 -0.044 -0.212 0.466
H 1.307665 2.580110 0.634237 -0.141 -0.251 0.396 0.520
H 0.106688 2.752858 1.933514 0.184 -0.344 -0.384 -0.154
H -0.940883 0.624416 1.334090 -0.215 0.010 -0.810 0.375
H -2.531515 -0.417766 0.297245 0.380 0.221 -0.627 0.726
H -3.330035 -0.747487 -1.215526 0.644 0.205 0.024 0.557
H -0.835220 -2.375680 -1.094295 -0.658 0.112 -0.084 0.505
H -2.524665 -2.976545 -1.066026 0.228 0.497 0.020 0.523
H -0.549830 -2.698520 1.155399 -0.507 0.020 -0.180 0.170
H -2.131083 -2.035543 1.589755 0.186 -0.251 -0.437 0.318
H -1.643794 -4.785113 0.633468 -0.252 0.106 -0.032 0.247
H -3.134029 -4.113447 1.015184 0.239 -0.185 -0.138 0.256
H -1.914423 -2.029568 -3.188095 -0.581 0.317 0.146 0.164
H 0.260662 -0.648562 -0.236123 -0.326 0.228 -0.721 -0.658
H 1.215322 1.688503 -1.923208 0.405 -0.470 0.202 0.299
H 1.426451 -0.035399 -2.305938 -0.175 0.469 0.390 0.376
H 2.836375 1.350001 0.081836 -0.370 -0.376 -0.298 0.078
H 3.472046 0.737275 -1.426705 -0.449 0.008 0.385 0.317
H 2.088385 -1.388079 0.297824 0.341 0.159 -0.294 -0.092
H 3.561770 -0.612752 0.882301 0.008 -0.464 -0.610 0.395
H 3.279283 -3.431445 -2.190444 -0.093 0.207 -0.076 0.355
C 6.453768 1.501168 -1.662800 0.087 0.208 -0.055 -0.411
C 7.826230 1.447550 -1.886430 -0.022 0.092 0.106 -0.683
C 8.691579 2.168949 -1.077936 -0.019 -0.149 -0.152 -0.697
C 8.187434 2.956930 -0.048457 -0.123 -0.003 -0.024 0.492
C 6.808875 3.028437 0.160122 0.122 -0.029 -0.009 0.095
C 5.948020 2.290407 -0.642717 0.003 -0.118 -0.167 -0.291
C 6.246026 3.900494 1.222670 -0.495 -0.002 0.048 0.467
O 5.044922 3.958649 1.406745 0.088 -0.008 0.000 -0.720
C 7.180109 4.706803 2.051074 0.141 0.061 0.028 0.105
C 6.669647 5.571867 3.013037 -0.007 0.134 0.154 -0.518
C 7.531476 6.318941 3.800310 0.043 -0.055 -0.049 -0.500
C 8.908345 6.198525 3.636352 -0.064 -0.041 -0.044 -0.458
C 9.421994 5.341889 2.675544 0.058 0.137 0.134 -0.550
C 8.560900 4.600754 1.873888 -0.127 0.042 0.060 0.177
C 9.124527 3.711362 0.823061 0.486 -0.072 -0.104 0.617
O 10.326460 3.608811 0.677915 -0.088 0.031 0.028 -0.673
H 5.781370 0.931934 -2.286929 0.064 0.011 0.017 0.421
H 8.220353 0.839717 -2.691301 -0.017 0.006 0.035 0.407
H 9.759229 2.121553 -1.250318 -0.020 0.081 0.136 0.469
H 4.880881 2.335787 -0.472973 0.070 0.138 0.093 0.546
H 5.599211 5.665059 3.144880 0.023 -0.119 -0.104 0.475
H 7.131728 6.995784 4.545397 0.009 -0.027 -0.022 0.399
H 9.580717 6.777790 4.257178 -0.019 -0.020 -0.023 0.399
H 10.493075 5.253147 2.546492 -0.067 -0.089 -0.114 0.468
C -3.987735 0.038479 7.599870 -0.022 0.070 -0.013 -0.500
C -5.075971 0.759428 8.082810 0.060 0.027 -0.066 -0.451
C -5.285410 2.064582 7.666279 -0.089 -0.138 0.120 -0.580
C -4.400901 2.659409 6.773479 0.110 -0.118 -0.003 0.227
C -3.296259 1.943970 6.307487 -0.124 0.022 0.077 0.173
C -3.099538 0.628864 6.715068 -0.025 -0.163 0.095 -0.571
C -2.314041 2.579588 5.390664 0.367 -0.220 -0.165 0.597
O -1.354786 1.955710 4.980730 -0.059 0.006 -0.039 -0.716
C -2.524252 3.995383 4.991311 -0.067 0.126 0.020 0.163
C -1.585908 4.623914 4.179823 0.070 0.131 -0.117 -0.471
C -1.777318 5.939538 3.789156 -0.055 -0.017 0.034 -0.613
C -2.912686 6.631470 4.200601 0.024 -0.091 0.027 -0.454
C -3.848255 6.011786 5.014029 0.040 0.176 -0.084 -0.645
C -3.653244 4.696075 5.419659 0.114 -0.030 -0.064 0.370
C -4.646487 4.054173 6.320208 -0.399 0.266 0.147 0.542
O -5.636151 4.657675 6.683232 0.077 -0.050 -0.020 -0.670
H -3.830629 -0.984314 7.919624 0.000 0.033 -0.012 0.404
H -5.762217 0.300425 8.783730 0.016 0.015 -0.029 0.397
H -6.135288 2.621845 8.039018 0.068 0.089 -0.112 0.467
H -2.250723 0.068197 6.344801 0.019 0.146 -0.048 0.508
H -0.703189 4.087300 3.855950 -0.080 -0.089 0.093 0.498
H -1.042718 6.428138 3.161088 -0.030 -0.031 0.006 0.422
H -3.064570 7.657366 3.888715 0.002 -0.035 0.009 0.397
H -4.728231 6.553350 5.336625 -0.004 -0.140 0.070 0.482
C -6.077357 -9.259751 -4.457498 0.015 0.076 0.005 -0.468
C -6.618220 -8.304400 -3.601953 0.051 0.016 -0.067 -0.480
C -6.296524 -6.966027 -3.762468 -0.112 -0.118 0.123 -0.537
C -5.423009 -6.577404 -4.772362 0.043 -0.144 -0.049 0.192
C -4.862229 -7.538599 -5.615396 -0.087 0.054 0.114 0.181
C -5.201152 -8.878488 -5.461209 -0.078 -0.157 0.079 -0.555
C -3.888766 -7.147255 -6.669555 0.200 -0.328 -0.316 0.573
O -3.403748 -7.983442 -7.405368 -0.037 0.054 0.065 -0.664
C -3.515813 -5.714566 -6.797728 -0.007 0.130 0.072 0.297
C -2.565025 -5.336625 -7.739041 0.132 0.111 -0.107 -0.576
C -2.218171 -4.001135 -7.876419 -0.093 -0.023 0.069 -0.543
C -2.826830 -3.035413 -7.080436 -0.009 -0.101 -0.071 -0.553
C -3.771746 -3.407377 -6.136904 0.079 0.136 -0.053 -0.741
C -4.112193 -4.747220 -5.985262 0.087 -0.047 -0.111 0.239
C -5.099905 -5.136359 -4.945350 -0.217 0.350 0.269 0.531
O -5.629149 -4.295252 -4.245377 0.071 -0.070 -0.014 -0.668
H -6.336842 -10.304258 -4.336313 0.011 0.033 -0.008 0.399
H -7.293332 -8.605687 -2.810466 0.013 0.013 -0.032 0.402
H -6.722402 -6.223814 -3.099422 0.072 0.079 -0.117 0.482
H -4.777479 -9.623682 -6.122189 0.069 0.136 -0.036 0.470
H -2.092029 -6.084887 -8.362199 -0.117 -0.075 0.082 0.475
H -1.473092 -3.709885 -8.606545 -0.031 -0.012 0.016 0.406
H -2.559917 -1.993011 -7.193675 -0.016 -0.039 0.020 0.464
H -4.240399 -2.654747 -5.515631 -0.051 -0.126 0.035 0.641
```
Forces are in eV/Å.

SMILES	C#CC[C@H]1C(=O)O[C@@](CCCN)(C(F)(F)C(F)F)[C@H]1CCCS(=O)(=O)O.O=C1c2ccccc2C(=O)c2ccccc21.O=C1c2ccccc2C(=O)c2ccccc21.O=C1c2ccccc2C(=O)c2ccccc21
DFT total energy	-105555.2048	eV